ORCA calculation (ωB97M-V/def2-TZVPD) on a 2-piece molecular cluster, C5H6S overall at a distorted geometry.

Results
Maximum force, eV/A: 4.52
Orbital gap (alpha / beta), eV: 5.84 / 6.10
HOMO energy (alpha / beta), eV: -5.55 / -8.90
LUMO (alpha / beta), eV: 0.28 / -2.80
Multiplicity: 3
Energy relative to the best compared isomer or geometry (same formula, charge and spin), kJ/mol: 300.4
Net charge: 0

Geometry (Å):
C  -1.57237  0.69986  0.25037
C  -0.71836  -0.22092  -0.22709
C  -2.07050  -0.19009  -0.73745
C  1.47743  0.34406  0.69605
C  0.69498  -0.58683  -0.16779
S  -3.21689  -1.11413  -1.41118
H  -1.64797  1.54052  0.93946
H  0.85478  0.72094  1.44087
H  1.61516  1.18994  0.12239
H  2.48038  -0.06388  0.99793
H  0.86270  -1.58959  -0.01529
H  1.24065  -0.72988  -1.88829